1.
Density functional theory data (wB97M-V/def2-TZVPD) for a 2-piece molecular cluster, ClH3N2S2 overall at a distorted geometry.

Geometry (Å):
Cl  2.05790  -0.39028  -0.05014
S  -1.23139  2.25908  0.01054
S  -1.56238  -0.80750  0.30454
N  -0.82604  0.91250  -0.60993
N  -0.09089  0.56980  -1.55902
H  -0.14444  -0.42754  -1.72560
H  1.98330  0.06313  1.10067
H  -0.25475  -1.03577  0.58843

The HOMO energy (spin up / spin down) comes out at -7.24 / -9.08 eV. The energy above the lowest of the compared OMol25 structures with the same formula, charge and spin comes out at 0.0 kcal/mol. Its molar mass is 130.6 g mol⁻¹. The spin multiplicity is 3. As for the largest force on an atom: 5.26 eV/Å. The value obtained for the HOMO-LUMO gap (spin up / spin down) is 0.2585 / 0.2240 Ha. The calculated total energy comes out at -1367.68096 Ha.

2.
Density functional theory data (wB97M-V/def2-TZVPD) for a 2-piece molecular cluster, ClH3NOPS overall at a distorted geometry.

Geometry (Å):
Cl  2.02962  -1.36342  -1.09620
S  1.45842  1.19275  0.89057
P  1.00687  0.33907  -0.76974
O  -1.08689  -0.75312  1.40701
N  -0.03595  0.46231  -1.95032
H  -2.09923  -0.57039  1.23597
H  -0.93814  -0.75833  2.28466
H  -0.33469  1.45114  -2.00195

The HOMO energy comes out at -9.71 eV. The energy above the lowest of the compared OMol25 structures with the same formula, charge and spin comes out at 58.4 kcal/mol. Its molar mass is 131.5 g mol⁻¹. The spin multiplicity is 1. As for the largest force on an atom: 6.83 eV/Å. The value obtained for the HOMO-LUMO gap is 0.3452 Ha. The calculated total energy comes out at -1331.53028 Ha.

3.
Density functional theory data (wB97M-V/def2-TZVPD) for the molecule ClH3NPS at a distorted geometry.

Geometry (Å):
Cl  -2.44929  0.70972  -0.23848
S  0.99597  1.59166  0.46855
P  -1.12738  -0.40975  0.93492
N  0.29288  0.07215  0.04399
H  1.02237  2.06148  -0.77171
H  -1.23120  -1.49499  0.23367
H  0.93350  -0.65615  0.11778

The HOMO energy (spin up / spin down) comes out at -5.33 / -9.98 eV. The energy above the lowest of the compared OMol25 structures with the same formula, charge and spin comes out at 28.1 kcal/mol. Its molar mass is 115.5 g mol⁻¹. The spin multiplicity is 3. As for the largest force on an atom: 3.32 eV/Å. The value obtained for the HOMO-LUMO gap (spin up / spin down) is 0.2147 / 0.2495 Ha. The calculated total energy comes out at -1256.12075 Ha.